C43H39N4PRu as an isolated structure in a non-equilibrium geometry. Source: the Open Molecules 2025 dataset; level of theory: wB97M-V/def2-TZVPD.

Properties
DFT total energy ... -2316.80325 Eh
Total charge ... +2
Multiplicity ... 1
HOMO energy (spin up / spin down) ... -12.79 / -12.79 eV
E_LUMO (spin up / spin down) ... -0.227 / -0.227 Eh

Atoms and positions in Å:
Ru 0.47156 -0.12760 0.11533
C 1.03637 3.14886 -2.72954
C 0.32544 4.17166 -2.12536
C -0.28754 3.93271 -0.90797
C -0.17694 2.68101 -0.32522
N 0.54477 1.69071 -0.90266
C 1.12341 1.93032 -2.08590
C -0.87308 2.29869 0.92007
C -1.61311 3.15052 1.72585
C -2.24019 2.63792 2.85099
C -2.09784 1.29177 3.16557
C -1.31138 0.50223 2.34851
N -0.74298 1.00352 1.23964
C -1.00767 -0.93285 2.56813
C -1.09799 -1.55570 3.79721
C -0.77592 -2.90465 3.88712
C -0.38657 -3.58073 2.74370
C -0.29454 -2.87544 1.55446
N -0.58462 -1.57654 1.45554
H 1.51939 3.28559 -3.68675
H 0.23404 5.13894 -2.60089
H -0.85123 4.71674 -0.42422
H 1.66867 1.11401 -2.53417
H -1.69770 4.20040 1.48519
H -2.83504 3.28482 3.48194
H -2.58732 0.86753 4.03108
H -1.38823 -0.99661 4.67642
H -0.82971 -3.41584 4.83925
H -0.14363 -4.63356 2.76665
H 0.01911 -3.36121 0.64148
N 2.10510 -0.85323 -1.24147
C 1.83906 -1.37285 -2.58982
C 2.90566 -1.54281 -3.46162
C 2.68331 -2.07782 -4.72085
C 1.40055 -2.45011 -5.10652
C 0.33883 -2.27115 -4.23596
C 0.54215 -1.70540 -2.97670
P -0.78740 -1.37310 -1.79629
C -1.96138 -2.74849 -2.00433
C -3.22993 -2.59254 -2.55629
C -4.02784 -3.70707 -2.78579
C -3.57235 -4.97619 -2.46631
C -2.30798 -5.13987 -1.91395
C -1.50902 -4.03282 -1.68753
C -1.72376 0.04846 -2.48071
C -1.56594 0.54813 -3.76808
C -2.33446 1.62324 -4.20241
C -3.26620 2.20357 -3.35538
C -3.43885 1.70182 -2.06970
C -2.66986 0.63413 -1.63565
H 2.52214 -1.59833 -0.69262
H 2.81095 -0.12687 -1.30245
H 3.91202 -1.28540 -3.15012
H 3.51615 -2.21846 -5.39714
H 1.23188 -2.87853 -6.08571
H -0.66336 -2.55742 -4.53365
H -3.60259 -1.61264 -2.81830
H -5.00744 -3.57807 -3.22682
H -4.19693 -5.83992 -2.65362
H -1.94527 -6.12916 -1.66780
H -0.50876 -4.17824 -1.29260
H -0.84456 0.10306 -4.44287
H -2.21088 1.99919 -5.21022
H -3.86392 3.03902 -3.69678
H -4.17862 2.13981 -1.41093
H -2.82604 0.22841 -0.64020
C 3.40710 1.73137 1.06095
C 2.75532 0.78785 2.08345
C 1.89844 1.62944 3.04867
C 1.76193 -0.15530 1.45520
C 3.80972 -0.05218 2.81342
C 3.87601 -0.14899 4.19834
C 4.82729 -0.96118 4.80743
C 5.71294 -1.70006 4.04151
C 5.63312 -1.64062 2.65640
C 4.68698 -0.82774 2.05373
H 2.64924 2.14794 0.39534
H 4.16519 1.22647 0.46296
H 3.89939 2.55658 1.57669
H 1.27540 2.32348 2.48839
H 2.57726 2.20434 3.67919
H 1.25965 1.02459 3.69516
H 1.65900 -1.04467 2.09428
H 3.19567 0.41060 4.82711
H 4.86937 -1.01569 5.88761
H 6.46315 -2.31697 4.51790
H 6.30529 -2.23098 2.04703
H 4.63884 -0.80038 0.96837

Atoms 1-2, force components in eV/Å:
Ru -0.2 -1.0 -0.3
C 0.0 0.0 0.0